A molecular structure, C4H10O3, computed with the ωB97M-V functional and the def2-TZVPD basis.

XYZ file:
```
17
Properties=species:S:1:pos:R:3:mulliken_charge:R:1
O -1.903 1.095 -0.298 -0.538
O -1.510 -1.095 -0.727 -0.517
O -1.574 -0.424 1.418 -0.567
C 1.336 1.127 -1.016 -1.088
C -1.211 -0.030 0.115 0.255
C 1.343 -0.949 0.427 -1.378
C 0.788 0.424 0.136 0.610
H 1.834 0.542 -1.778 0.323
H 1.270 -1.578 -0.461 0.307
H 0.079 0.662 -0.995 0.222
H 1.316 2.206 -1.029 0.298
H -2.807 0.840 -0.553 0.334
H 2.395 -0.857 0.704 0.400
H 0.816 -1.430 1.249 0.344
H -1.443 -1.911 -0.217 0.336
H 0.705 1.053 1.019 0.317
H -1.434 0.326 2.007 0.344
```

## Properties
Energy above the lowest of the compared OMol25 structures with the same formula, charge and spin, kcal/mol: 106.7
Largest force on an atom, eV Å⁻¹: 3.51